Record 1
The following is a quantum chemistry calculation of 21 unconnected molecules or ions with the total composition C18H78O30 at a distorted geometry, from the OMol25 dataset.

The geometry in ORCA input format:
```
! RIJCOSX wB97M-V def2-TZVPD def2/J DEFGRID3
* xyz 0 1
O 3.33 0.85 -1.39
H 4.14 1.01 -1.84
H 2.97 0.03 -1.85
O -2.37 -3.56 0.25
H -1.44 -3.53 0.41
H -2.71 -2.67 0.31
O -3.69 -1.01 1.18
H -3.39 -0.73 2.07
H -3.75 -0.27 0.55
O -0.40 -5.76 -1.02
H -0.26 -5.90 -0.10
H -1.24 -5.24 -0.98
O -0.59 -0.94 2.84
H 0.23 -0.63 3.15
H -0.19 -1.61 2.32
O 0.68 -1.03 -3.81
H 0.10 -1.37 -3.18
H 0.29 -0.18 -3.87
O 1.74 -4.20 -1.91
H 1.99 -4.59 -2.71
H 0.92 -4.66 -1.70
O -0.38 1.92 -3.42
H -0.47 2.85 -3.51
H 0.01 1.88 -2.52
O 3.06 -1.70 -2.35
H 2.79 -1.11 -3.05
H 2.56 -2.48 -2.52
O 0.03 -3.35 1.53
H -0.11 -3.92 2.30
H 0.86 -3.53 1.10
O 3.79 0.92 1.22
H 4.00 0.00 1.36
H 3.56 0.90 0.29
O -2.03 -0.02 -3.81
H -1.57 0.75 -3.59
H -2.26 0.11 -4.72
C -0.82 -4.87 -4.43
C -1.78 -3.80 -3.84
O -1.65 -3.83 -2.44
O -0.30 -4.46 -5.64
H -1.34 -5.82 -4.69
H 0.05 -5.06 -3.77
H -2.88 -3.98 -4.09
H -1.68 -2.80 -4.22
H -2.46 -3.59 -2.04
H -1.06 -4.20 -6.19
C -0.94 2.47 4.85
C -1.92 3.30 5.77
O -1.32 3.55 7.08
O -1.21 2.67 3.46
H -1.18 1.43 5.07
H 0.05 2.68 4.95
H -2.71 2.58 5.91
H -2.25 4.21 5.28
H -0.34 3.51 7.03
H -0.50 2.40 2.95
C 2.84 5.57 -2.69
C 1.93 4.32 -2.98
O 2.41 3.08 -2.68
O 2.23 6.81 -2.79
H 3.68 5.61 -3.41
H 3.31 5.48 -1.71
H 1.65 4.24 -4.02
H 1.03 4.27 -2.41
H 3.27 3.04 -2.34
H 1.68 6.66 -3.60
C -5.06 -1.61 -3.53
C -4.38 -2.14 -2.29
O -4.51 -3.54 -2.09
O -4.89 -0.22 -3.67
H -6.04 -1.98 -3.48
H -4.57 -2.07 -4.33
H -4.95 -1.66 -1.39
H -3.37 -1.75 -2.04
H -5.42 -3.72 -1.81
H -3.98 0.03 -3.55
C 4.80 -2.32 2.35
C 4.08 -2.50 1.02
O 2.80 -1.94 1.10
O 5.21 -1.01 2.38
H 5.61 -3.00 2.41
H 4.06 -2.41 3.09
H 4.02 -3.54 0.76
H 4.61 -1.92 0.19
H 2.38 -1.90 0.25
H 5.76 -0.98 3.15
C 2.38 -1.04 4.91
C 1.91 -0.02 5.95
O 2.32 -0.43 7.20
O 2.08 -0.31 3.74
H 1.78 -1.95 5.16
H 3.41 -1.22 5.03
H 0.84 0.01 5.91
H 2.33 1.04 5.88
H 2.23 0.16 7.84
H 2.45 -0.77 3.03
C -0.74 -0.98 -0.61
C -0.06 0.16 -0.02
O 0.45 0.89 -1.14
O 0.07 -2.08 -1.06
H -1.53 -0.73 -1.38
H -1.33 -1.36 0.24
H 0.70 -0.31 0.66
H -0.61 0.83 0.56
H 1.45 0.82 -1.15
H -0.58 -2.63 -1.48
C 1.34 3.49 1.95
C 0.43 4.09 0.91
O 0.43 5.43 1.04
O 1.29 2.07 2.04
H 1.04 3.91 2.87
H 2.40 3.60 1.74
H -0.56 3.71 0.79
H 0.79 3.78 0.01
H 1.35 5.81 0.95
H 2.17 1.73 2.08
C -3.13 2.58 -0.92
C -3.42 3.32 0.37
O -3.20 4.72 0.20
O -3.69 1.27 -0.65
H -2.02 2.49 -1.24
H -3.77 2.71 -1.81
H -2.76 2.95 1.18
H -4.45 3.24 0.76
H -3.32 5.20 0.99
H -4.60 1.26 -0.41
*
```

For the LUMO energy, the calculation gives 0.23 eV. Its total energy is -2989.50450 a.u. The value obtained for the HOMO energy is -9.64 eV. For the energy above the lowest of the compared OMol25 structures with the same formula, charge and spin, the calculation gives 243.5 kJ/mol.

Results of the Mulliken charge analysis, in e, for atoms 1 through 99: number 1, O, carries -0.452; number 2, H, carries 0.218; number 3, H, carries 0.005; number 4, O, carries -0.640; number 5, H, carries 0.261; number 6, H, carries 0.315; number 7, O, carries -0.665; number 8, H, carries 0.285; number 9, H, carries 0.385; number 10, O, carries -0.678; number 11, H, carries 0.260; number 12, H, carries 0.356; number 13, O, carries -0.510; number 14, H, carries 0.241; number 15, H, carries 0.192; number 16, O, carries -0.754; number 17, H, carries -0.205; number 18, H, carries 0.369; number 19, O, carries -0.720; number 20, H, carries 0.357; number 21, H, carries 0.161; number 22, O, carries -0.727; number 23, H, carries 0.399; number 24, H, carries -0.131; number 25, O, carries -0.711; number 26, H, carries 0.316; number 27, H, carries 0.223; number 28, O, carries -0.735; number 29, H, carries 0.272; number 30, H, carries 0.093; number 31, O, carries -0.803; number 32, H, carries 0.224; number 33, H, carries 0.490; number 34, O, carries -0.350; number 35, H, carries 0.242; number 36, H, carries 0.329; number 37, C, carries -0.281; number 38, C, carries -0.198; number 39, O, carries -0.884; number 40, O, carries -0.590; number 41, H, carries 0.333; number 42, H, carries -0.037; number 43, H, carries 0.331; number 44, H, carries 0.209; number 45, H, carries 0.079; number 46, H, carries 0.329; number 47, C, carries -0.304; number 48, C, carries -0.284; number 49, O, carries -0.539; number 50, O, carries -0.377; number 51, H, carries 0.105; number 52, H, carries 0.295; number 53, H, carries 0.309; number 54, H, carries 0.234; number 55, H, carries 0.309; number 56, H, carries 0.006; number 57, C, carries -0.714; number 58, C, carries -0.526; number 59, O, carries -0.251; number 60, O, carries -0.503; number 61, H, carries 0.365; number 62, H, carries 0.354; number 63, H, carries 0.459; number 64, H, carries 0.333; number 65, H, carries 0.180; number 66, H, carries 0.329; number 67, C, carries -0.863; number 68, C, carries 1.368; number 69, O, carries -0.525; number 70, O, carries -0.596; number 71, H, carries 0.484; number 72, H, carries 0.268; number 73, H, carries 0.314; number 74, H, carries -0.952; number 75, H, carries 0.394; number 76, H, carries 0.392; number 77, C, carries -0.425; number 78, C, carries -0.816; number 79, O, carries 0.321; number 80, O, carries -0.625; number 81, H, carries 0.571; number 82, H, carries 0.059; number 83, H, carries 0.571; number 84, H, carries 0.255; number 85, H, carries -0.271; number 86, H, carries 0.287; number 87, C, carries -0.474; number 88, C, carries -0.380; number 89, O, carries -0.541; number 90, O, carries -0.046; number 91, H, carries 0.211; number 92, H, carries 0.419; number 93, H, carries 0.138; number 94, H, carries 0.247; number 95, H, carries 0.311; number 96, H, carries 0.080; number 97, C, carries 2.271; number 98, C, carries -0.043; number 99, O, carries 2.015


Record 2
The following is a quantum chemistry calculation of a molecular structure, C18H7Cl5N3O2RuTe4 at a distorted geometry, from the OMol25 dataset.

The geometry in ORCA input format:
```
! RIJCOSX wB97M-V def2-TZVPD def2/J DEFGRID3
* xyz 0 2
Ru -1.81 -0.64 0.50
Cl 1.53 -1.07 2.34
C 0.29 -0.01 2.91
C -0.91 0.07 2.21
C -1.85 0.94 2.72
Cl -3.31 0.93 1.75
C -1.69 1.73 3.84
Cl -2.93 2.79 4.37
C -0.47 1.63 4.52
Cl -0.21 2.57 5.94
C 0.51 0.76 4.06
Cl 2.01 0.64 4.89
Te -3.19 -1.09 -1.68
Te -5.13 -2.75 -1.06
Te -3.69 -4.37 0.76
Te -2.63 -2.43 2.21
O 2.85 2.70 -3.74
N 3.06 1.51 -3.58
O 3.98 0.92 -4.09
C 2.15 0.75 -2.71
C 2.45 -0.56 -2.56
C 1.66 -1.42 -1.75
C 1.95 -2.79 -1.58
C 1.13 -3.54 -0.79
C 0.03 -2.94 -0.17
N -0.26 -1.66 -0.30
C 0.55 -0.90 -1.09
C 0.21 0.48 -1.26
N -0.91 0.88 -0.61
C -1.28 2.15 -0.71
C -0.55 3.07 -1.45
C 0.58 2.68 -2.12
C 1.00 1.34 -2.05
H 3.31 -0.94 -3.08
H 2.81 -3.22 -2.08
H 1.30 -4.59 -0.63
H -0.63 -3.52 0.47
H -2.19 2.43 -0.19
H -0.88 4.10 -1.50
H 1.15 3.39 -2.70
*
```

For the LUMO energy (spin up / spin down), the calculation gives -1.77 / -2.29 eV. The expectation value of S² is 0.76. Its total energy is -4472.81277 a.u. The value obtained for the HOMO energy (spin up / spin down) is -6.95 / -6.87 eV. For the energy above the lowest of the compared OMol25 structures with the same formula, charge and spin, the calculation gives 19.7 kJ/mol.

For reference, the Mulliken charges in units of e are: number 1, Ru, carries -0.234; number 2, Cl, carries -0.186; number 3, C, carries 0.431; number 4, C, carries -1.409; number 5, C, carries 1.779; number 6, Cl, carries -0.101; number 7, C, carries -0.417; number 8, Cl, carries -0.198; number 9, C, carries 0.645; number 10, Cl, carries -0.189; number 11, C, carries -0.134; number 12, Cl, carries -0.186; number 13, Te, carries 0.084; number 14, Te, carries -0.054; number 15, Te, carries -0.180; number 16, Te, carries -0.032; number 17, O, carries -0.634; number 18, N, carries 1.075; number 19, O, carries -0.643; number 20, C, carries -0.717; number 21, C, carries -0.426; number 22, C, carries 0.686; number 23, C, carries -0.742; number 24, C, carries -0.965; number 25, C, carries -0.125; number 26, N, carries 0.719; number 27, C, carries -0.001; number 28, C, carries 0.315; number 29, N, carries 0.371; number 30, C, carries -0.486; number 31, C, carries -1.050; number 32, C, carries -0.409; number 33, C, carries 0.336; number 34, H, carries 0.607; number 35, H, carries 0.491; number 36, H, carries 0.438; number 37, H, carries -0.004; number 38, H, carries 0.509; number 39, H, carries 0.418; number 40, H, carries 0.617